Computed, not measured: a 9-piece molecular cluster, C28H80O34P8 overall, with wB97M-V/def2-TZVPD.

```
150
Properties=species:S:1:pos:R:3:forces:R:3:lowdin_charge:R:1
C -3.7188 6.4090 -6.4735 0.62 0.18 1.90 -0.06
O -2.6063 5.7088 -5.8639 0.48 -0.54 -0.11 -0.23
P -2.5136 5.1399 -4.3873 -0.95 -0.44 0.19 0.39
O -1.1695 4.7277 -3.9696 -0.23 0.38 -0.35 -0.22
O -3.1920 6.3009 -3.4914 0.36 -0.66 -0.35 -0.23
C -2.4430 7.5177 -3.3754 0.30 -0.08 0.64 -0.10
O -3.6090 3.9681 -4.3332 0.33 1.25 -0.26 -0.22
C -3.4392 2.8381 -3.4748 0.24 -0.73 -0.32 -0.09
H -4.5212 6.4030 -5.7319 -0.41 -0.17 -0.56 0.09
H -3.9486 5.9368 -7.4201 -0.10 0.13 0.00 0.09
H -3.3785 7.4448 -6.5198 -0.20 -0.05 -0.68 0.09
H -1.4099 7.4126 -3.7116 -0.17 -0.02 -0.53 0.09
H -2.3197 7.7570 -2.3183 -0.45 0.03 0.04 0.09
H -2.9957 8.3029 -3.8829 0.20 0.13 -0.08 0.09
H -4.1901 2.1003 -3.7558 -0.26 0.28 0.11 0.09
H -3.5430 3.1035 -2.4250 0.09 0.04 0.00 0.10
H -2.4853 2.3554 -3.6964 0.17 0.27 0.37 0.08
C 4.2517 -4.5810 5.0804 -0.68 -0.77 0.50 -0.08
O 4.7154 -3.2460 4.8977 -0.33 0.64 -0.35 -0.20
P 3.7059 -2.0651 4.5765 -0.26 0.96 0.43 0.38
O 2.3015 -2.2128 4.9929 0.60 -0.29 -0.32 -0.22
O 3.9516 -1.7480 3.0301 0.11 -0.69 0.50 -0.22
C 3.2044 -0.6770 2.4645 -1.05 -0.04 -1.78 -0.10
O 4.3620 -0.8012 5.2993 -0.12 -0.01 -0.12 -0.19
C 5.6720 -0.3985 4.9449 1.04 0.27 -1.04 -0.12
H 3.2708 -4.6170 5.5639 -0.06 0.37 -0.24 0.09
H 4.9024 -5.0796 5.7973 0.38 0.08 -0.37 0.09
H 4.1799 -5.1140 4.1322 0.24 -0.01 0.02 0.08
H 2.7456 -0.9923 1.5186 0.42 -0.55 0.01 0.08
H 3.8382 0.1518 2.1659 0.06 0.22 0.76 0.08
H 2.2922 -0.4166 2.9980 0.55 0.35 0.75 0.07
H 6.1328 0.1618 5.7537 -0.02 -0.58 0.42 0.09
H 5.7882 0.2908 4.0950 -1.13 0.09 -0.02 0.08
H 6.2510 -1.2446 4.5686 0.27 -0.15 0.78 0.08
C 1.5380 5.8082 2.1907 -0.68 1.02 -0.34 -0.10
O 1.8408 4.4445 2.3945 0.94 -0.76 0.53 -0.21
P 3.2880 3.9187 2.8543 -1.67 -0.11 0.82 0.38
O 3.3702 2.4507 2.8205 0.35 0.75 -0.34 -0.22
O 3.4243 4.5394 4.3060 -0.28 0.47 -0.61 -0.20
C 4.6477 4.7192 5.0011 0.66 -0.64 0.06 -0.09
O 4.2659 4.7622 1.9585 0.93 -0.14 -0.21 -0.20
C 4.7172 4.1807 0.7270 0.37 -0.22 -0.73 -0.07
H 1.0130 5.8648 1.2360 0.00 0.08 0.05 0.08
H 2.3690 6.5165 2.1545 0.42 -0.55 -0.03 0.09
H 0.8728 6.2052 2.9600 -0.06 -0.44 0.12 0.09
H 5.4681 4.1776 4.5207 -0.07 0.10 -0.11 0.09
H 4.5364 4.2716 5.9881 -0.10 0.27 0.05 0.09
H 4.9164 5.7723 5.0603 -0.20 0.01 0.03 0.09
H 4.5934 3.0988 0.7210 -0.21 0.01 0.12 0.08
H 5.7771 4.3712 0.5626 0.01 0.24 0.44 0.09
H 4.1959 4.6125 -0.1265 -0.29 0.03 0.17 0.09
C -7.6895 -3.8577 -1.5124 -0.22 -0.88 -0.18 -0.10
O -7.0131 -2.6429 -1.8059 0.91 -0.19 0.50 -0.20
P -5.4233 -2.5336 -1.8593 -0.20 0.80 -0.33 0.37
O -5.0345 -1.1589 -2.1952 0.10 -0.31 0.13 -0.23
O -4.8665 -3.1311 -0.4969 -1.10 0.56 -0.82 -0.19
C -3.4672 -3.2123 -0.3758 1.87 -0.56 1.79 -0.12
O -4.9179 -3.6216 -2.9101 -0.22 -0.16 0.21 -0.22
C -4.9125 -3.2566 -4.2877 -0.12 0.00 -0.72 -0.10
H -8.0783 -4.2842 -2.4391 -0.23 0.25 0.01 0.09
H -8.4919 -3.6547 -0.8079 -0.05 0.13 -0.11 0.09
H -7.0740 -4.6568 -1.0915 0.36 0.40 0.16 0.09
H -3.2947 -4.0458 0.3146 0.14 -0.48 -0.80 0.10
H -2.9533 -2.4526 0.2255 -0.88 0.76 -0.25 0.05
H -2.8882 -3.2585 -1.2985 -0.44 -0.47 -0.16 0.10
H -4.5523 -4.0947 -4.8811 0.27 -0.10 0.33 0.09
H -4.2831 -2.3848 -4.4511 0.00 0.02 0.03 0.09
H -5.9144 -3.0576 -4.6751 -0.10 0.19 0.32 0.09
C 3.9334 -5.8690 -4.0890 -0.58 1.03 -0.83 -0.07
O 3.6899 -4.6220 -3.4105 -0.23 0.42 0.54 -0.24
P 2.3017 -3.8506 -3.5852 0.21 -0.53 0.18 0.39
O 1.0627 -4.6284 -3.4654 0.41 0.07 -0.18 -0.22
O 2.4584 -2.6866 -2.5013 0.53 -0.45 -0.49 -0.22
C 1.2903 -2.3455 -1.7431 -1.22 0.00 -0.33 -0.09
O 2.4583 -3.2335 -5.0551 -0.10 0.35 0.87 -0.21
C 3.4222 -2.1987 -5.2869 -0.49 0.18 -0.99 -0.09
H 4.4236 -6.5233 -3.3800 -0.16 -0.27 -0.12 0.09
H 4.5406 -5.6598 -4.9731 0.41 -0.07 0.28 0.09
H 2.9897 -6.2100 -4.5188 0.01 -0.62 0.52 0.09
H 0.5841 -1.8644 -2.4265 -0.04 0.13 0.17 0.10
H 1.4956 -1.6620 -0.9243 0.56 -0.10 -0.10 0.07
H 0.7852 -3.2305 -1.3597 0.27 -0.04 0.10 0.07
H 3.2183 -1.8980 -6.3156 0.24 0.05 0.02 0.09
H 4.4495 -2.5546 -5.2277 -0.03 -0.08 0.29 0.09
H 3.2372 -1.3222 -4.6678 0.12 -0.18 0.28 0.07
C -7.5993 2.7238 1.9941 -1.01 0.05 -0.45 -0.11
O -6.6834 2.5756 3.0562 1.04 -0.04 0.59 -0.21
P -5.1393 2.2276 2.8713 0.15 -0.94 -0.25 0.39
O -4.3500 3.0679 1.9776 -0.22 0.12 0.05 -0.22
O -4.5584 2.2194 4.3551 -0.01 -0.20 -0.70 -0.20
C -4.9138 1.2258 5.3114 -1.08 0.02 0.34 -0.10
O -5.2274 0.6690 2.4430 -0.92 0.52 -0.03 -0.22
C -4.0732 -0.1283 2.3109 1.85 -0.04 1.27 -0.11
H -8.0207 3.7319 1.9529 0.46 0.12 0.21 0.09
H -8.4544 2.0818 2.2208 0.22 -0.20 -0.24 0.09
H -7.1857 2.4988 1.0113 0.13 -0.17 0.14 0.09
H -5.5615 1.7347 6.0295 0.32 -0.22 0.30 0.09
H -4.0387 0.7792 5.7779 0.17 0.37 -0.03 0.09
H -5.5157 0.4101 4.9031 0.14 0.12 -0.34 0.09
H -3.7165 -0.3459 1.3090 -0.63 0.33 -0.30 0.07
H -4.1141 -1.0678 2.8714 -0.90 -0.06 -0.20 0.10
H -3.2436 0.3597 2.8335 0.08 0.23 -0.37 0.07
C 4.2197 -4.4113 0.2541 0.82 0.95 0.17 -0.11
O 2.9982 -4.9987 -0.1545 -0.23 -0.98 0.35 -0.22
P 2.2583 -5.9614 0.9246 0.53 0.40 -0.05 0.39
O 3.1550 -6.5725 1.9211 -0.33 0.15 -0.67 -0.23
O 1.1602 -4.9926 1.5199 0.02 -0.77 0.53 -0.20
C 1.5093 -4.1357 2.6121 -0.72 1.91 -0.50 -0.09
O 1.4185 -6.9490 0.0219 0.23 0.45 0.62 -0.18
C 0.3013 -6.4765 -0.7153 -0.89 0.22 -1.65 -0.11
H 5.0254 -5.1225 0.4423 -0.30 -0.28 0.01 0.09
H 4.0972 -3.7900 1.1465 -0.08 -0.16 0.06 0.07
H 4.5710 -3.7264 -0.5198 -0.31 -0.20 -0.25 0.09
H 1.0296 -3.2019 2.3041 -0.03 0.12 0.34 0.07
H 2.5588 -3.8683 2.7001 0.18 -0.65 -0.13 0.04
H 1.0920 -4.3865 3.5834 0.05 -0.68 -0.16 0.10
H 0.2506 -5.4041 -0.9101 0.48 0.06 0.50 0.06
H -0.6684 -6.7658 -0.3111 0.30 -0.23 0.55 0.09
H 0.3555 -6.8918 -1.7236 0.17 -0.22 0.15 0.09
C -1.9219 0.1071 -1.1454 0.01 -0.81 0.52 -0.04
O -1.7008 0.5404 0.2159 0.30 0.33 0.85 -0.22
P -0.6681 -0.2576 1.1261 -0.37 -0.28 0.10 0.39
O -0.7602 -1.7351 1.0651 0.29 0.86 -0.27 -0.23
O 0.7722 0.2942 0.7324 0.14 -0.34 -0.24 -0.22
C 1.0269 1.6792 0.9026 -0.05 1.74 0.14 -0.11
O -0.9088 0.3565 2.5744 0.24 -0.51 -0.73 -0.23
C -0.3922 -0.4133 3.7101 -0.37 1.11 0.02 -0.04
H -2.1511 -0.9538 -1.0495 0.26 -0.06 -0.61 0.05
H -1.0280 0.3184 -1.7279 -0.13 -0.03 -0.20 0.07
H -2.8185 0.5674 -1.5500 0.13 0.39 0.22 0.08
H 1.8672 2.0267 0.3019 0.05 -0.60 -0.28 0.08
H 1.2820 1.9992 1.9097 -0.07 -0.80 0.28 0.06
H 0.1779 2.3132 0.6349 -0.21 -0.34 -0.27 0.10
H 0.0894 -1.3547 3.4620 -0.40 -0.13 -0.24 0.06
H -1.2890 -0.4965 4.3214 0.40 -0.51 0.37 0.09
H 0.3558 0.2126 4.1969 -0.14 0.02 0.10 0.09
C 2.9793 0.4892 -2.2024 -0.07 0.09 0.42 -0.07
C 3.2302 1.8305 -2.8552 -0.59 0.12 -0.34 -0.18
O 2.5623 2.9375 -2.1997 0.10 0.21 0.16 -0.03
C 1.2182 2.9828 -2.1735 -1.05 -0.20 0.31 -0.55
C 0.6667 4.2646 -1.6335 1.24 0.64 -0.11 0.01
O 0.4765 2.0805 -2.4723 0.55 -0.45 -0.49 0.09
H 3.6332 -0.2970 -2.5784 0.07 0.13 -0.15 0.07
H 1.9451 0.1905 -2.3450 0.05 -0.01 -0.07 0.06
H 3.1447 0.5507 -1.1235 0.06 0.03 0.01 0.08
H 4.2758 2.1273 -2.8611 0.04 -0.07 0.10 0.12
H 2.8635 1.8457 -3.8832 0.11 -0.20 -0.09 0.13
H 1.2357 4.4994 -0.7289 -0.39 0.00 0.23 0.07
H -0.4076 4.2223 -1.5236 0.02 -0.17 0.21 0.09
H 0.9047 5.0759 -2.3254 -0.09 -0.09 -0.10 0.09
```
Positions in Å, forces in eV/Å.

Summary:
Lowest unoccupied orbital energy: 0.45 eV
SMILES: COP(=O)(OC)OC.COP(=O)(OC)OC.COP(=O)(OC)OC.COP(=O)(OC)OC.COP(=O)(OC)OC.COP(=O)(OC)OC.COP(=O)(OC)OC.COP(=O)(OC)OC.CCOC(C)=O
Calculated total energy: -6404.573287 Eh